This record from OMol25 describes 3 unconnected molecules or ions with the total composition C15H29BrINO4 at a distorted geometry. The level of theory is ωB97M-V/def2-TZVPD.

Geometry as ORCA input:
```
! RIJCOSX wB97M-V def2-TZVPD def2/J DEFGRID3
* xyz 0 1
C -1.543 1.262 -4.720
C -1.671 2.281 -3.595
Br -2.919 3.706 -4.210
C -2.249 1.707 -2.309
C -1.218 1.189 -1.313
C -0.241 2.178 -0.696
C 1.012 1.852 -1.477
C 2.305 2.574 -1.160
C 3.076 1.848 -0.082
O 2.563 1.480 0.945
I 5.156 1.473 -0.519
N 1.076 0.373 -1.400
C -0.281 0.067 -1.811
O -0.595 -0.898 -2.464
H -0.541 0.858 -4.718
H -1.732 1.734 -5.670
H -2.280 0.487 -4.589
H -0.748 2.805 -3.433
H -2.956 0.930 -2.545
H -2.798 2.493 -1.815
H -1.820 0.656 -0.583
H -0.537 3.215 -0.600
H -0.110 1.852 0.330
H 0.863 2.009 -2.539
H 2.916 2.653 -2.044
H 2.125 3.586 -0.826
H 1.190 0.146 -0.415
C -0.085 -5.355 -0.949
C 0.459 -4.356 0.062
C -0.664 -3.684 0.839
O 1.262 -3.377 -0.591
H -0.719 -4.848 -1.680
H 0.732 -5.827 -1.496
H -0.674 -6.133 -0.462
H 1.125 -4.869 0.757
H -1.315 -3.127 0.159
H -0.256 -2.973 1.559
H -1.270 -4.414 1.376
H 0.707 -2.902 -1.222
C 0.974 0.781 3.594
C -0.171 0.991 4.571
C 0.184 0.510 5.970
O -1.347 0.327 4.103
H 1.215 -0.283 3.508
H 0.700 1.133 2.603
H 1.872 1.311 3.912
H -0.427 2.051 4.607
H 0.399 -0.562 5.960
H -0.650 0.670 6.654
H 1.059 1.033 6.359
H -1.152 -0.614 4.063
*
```

## Properties
Orbital gap = 10.255 eV
SMILES string = C[C@@H](Br)C[C@@H]1C[C@@H](CC(=O)I)NC1=O.CC(C)O.CC(C)O
E_HOMO = -10.0 eV

Atom charges from the natural (NBO) analysis, given in e for atoms 1 to 5:
1 C -0.638
2 C -0.178
3 Br -0.057
4 C -0.422
5 C -0.342

---

This record from OMol25 describes a molecular structure, C40H70BCl3F15KMgNNaO18P3S at a distorted geometry. The level of theory is ωB97M-V/def2-TZVPD.

Geometry as ORCA input:
```
! RIJCOSX wB97M-V def2-TZVPD def2/J DEFGRID3
* xyz 1 1
C -3.217 6.476 -4.815
C -3.882 5.417 -3.956
C -4.089 4.125 -4.714
C -4.926 3.082 -3.928
C -4.177 1.742 -3.843
C -3.772 1.320 -2.446
C -3.361 -0.143 -2.458
C -1.886 -0.253 -2.848
C -0.958 -1.005 -1.877
C -0.007 -1.852 -2.736
C 1.379 -1.892 -2.090
C 2.306 -0.862 -2.683
N 3.637 -0.664 -2.017
C 4.547 -0.061 -3.073
C 3.945 1.103 -3.818
C 4.961 2.063 -4.465
C 6.378 1.550 -4.584
C 4.483 2.459 -5.861
C 4.344 -1.949 -1.643
C 3.998 -2.566 -0.303
C 5.101 -2.533 0.709
F 6.041 -3.348 0.243
F 5.669 -1.360 0.838
C 4.690 -3.171 2.051
F 4.693 -4.431 1.956
F 5.662 -2.843 2.863
C 3.390 -2.678 2.727
F 3.122 -1.427 2.404
F 3.591 -2.662 3.998
C 2.201 -3.630 2.482
F 2.274 -4.236 1.318
F 1.082 -2.990 2.492
F 2.120 -4.514 3.360
P 3.624 0.405 -0.494
C 1.950 1.119 -0.257
C 4.702 1.890 -0.735
C 4.976 2.490 0.647
H -2.156 6.331 -4.859
H -3.635 6.497 -5.804
H -3.407 7.436 -4.376
H -4.793 5.812 -3.566
H -3.220 5.227 -3.127
H -4.632 4.390 -5.605
H -3.156 3.671 -4.985
H -5.112 3.482 -2.948
H -5.867 2.955 -4.417
H -4.826 0.995 -4.259
H -3.301 1.830 -4.459
H -4.629 1.446 -1.807
H -2.992 1.949 -2.060
H -3.969 -0.674 -3.165
H -3.532 -0.579 -1.493
H -1.822 -0.750 -3.796
H -1.507 0.743 -2.988
H -1.522 -1.609 -1.200
H -0.411 -0.300 -1.280
H -0.419 -2.835 -2.775
H 0.102 -1.410 -3.711
H 1.236 -1.654 -1.054
H 1.828 -2.862 -2.194
H 1.738 0.041 -2.790
H 2.513 -1.192 -3.683
H 5.515 0.109 -2.661
H 4.690 -0.852 -3.784
H 3.259 0.771 -4.565
H 3.341 1.683 -3.142
H 4.931 2.965 -3.892
H 6.477 0.496 -4.738
H 6.905 1.863 -3.705
H 6.836 2.104 -5.368
H 3.946 1.658 -6.360
H 5.353 2.723 -6.476
H 3.839 3.321 -5.850
H 5.405 -1.837 -1.686
H 4.115 -2.654 -2.417
H 3.853 -3.612 -0.494
H 3.061 -2.270 0.094
H 1.553 1.583 -1.138
H 1.322 0.338 0.115
H 2.074 1.829 0.535
H 5.660 1.671 -1.162
H 4.209 2.648 -1.329
H 5.584 3.379 0.468
H 4.084 2.710 1.194
H 5.612 1.820 1.181
B -2.219 -3.500 5.994
O -1.971 -2.052 5.913
C -1.687 -1.746 4.639
O -1.428 -0.660 4.225
C -1.753 -3.044 3.823
O -1.550 -3.177 2.662
O -2.067 -4.037 4.653
O -1.259 -4.147 6.953
C -1.946 -4.720 7.875
O -1.474 -5.330 8.802
C -3.427 -4.512 7.623
O -4.322 -4.933 8.323
O -3.593 -3.807 6.547
C 1.019 -6.278 -2.126
C 2.481 -6.164 -2.484
O 2.841 -5.618 -3.502
C 3.475 -6.753 -1.518
H 0.423 -5.814 -2.909
H 0.734 -7.327 -2.043
H 0.825 -5.766 -1.182
H 3.312 -7.824 -1.401
H 3.383 -6.258 -0.548
H 4.481 -6.596 -1.900
Na 6.067 5.174 0.476
C -8.138 7.732 -0.914
O -7.334 8.864 -1.303
P -5.774 8.666 -1.301
O -5.280 7.473 -1.965
O -5.360 8.762 0.226
C -5.921 9.818 1.014
O -5.293 10.034 -1.921
C -3.912 10.129 -2.302
H -8.955 8.097 -0.297
H -8.541 7.258 -1.806
H -7.562 7.004 -0.343
H -6.773 9.439 1.568
H -6.240 10.658 0.398
H -5.162 10.160 1.713
H -3.293 9.418 -1.756
H -3.571 11.137 -2.083
H -3.821 9.942 -3.370
C -6.115 -6.949 10.689
Cl -4.847 -7.123 11.918
Cl -6.409 -8.482 9.883
Cl -7.596 -6.324 11.412
H -5.775 -6.239 9.948
C -8.206 -1.635 7.555
C -7.765 -2.218 6.234
O -8.047 -1.694 5.186
C -6.957 -3.485 6.302
H -8.774 -0.734 7.376
H -8.836 -2.350 8.087
H -7.335 -1.388 8.164
H -7.539 -4.272 6.785
H -6.038 -3.307 6.859
H -6.700 -3.806 5.296
F 4.802 -7.861 5.649
P 5.478 -6.514 4.973
F 4.819 -7.055 3.545
F 4.588 -5.844 6.203
F 6.750 -5.675 5.628
F 5.152 -5.087 4.177
F 6.750 -7.504 4.600
O 8.738 3.046 -6.338
S 9.746 2.376 -5.489
O 9.401 0.953 -5.395
O 9.722 2.992 -4.159
O 11.084 2.503 -6.055
Mg 4.638 2.683 -8.361
K -2.870 -4.258 10.014
*
```

## Properties
Orbital gap = 2.446 eV
E_HOMO = -10.0 eV

Atom charges from the Mulliken analysis, given in e for atoms 1 to 5:
1 C -1.173
2 C -0.220
3 C -0.714
4 C -0.951
5 C -0.636

---

This record from OMol25 describes a molecular structure, C4H6O2. The level of theory is ωB97M-V/def2-TZVPD.

Geometry as ORCA input:
```
! RIJCOSX wB97M-V def2-TZVPD def2/J DEFGRID3
* xyz 0 1
C 1.662 0.187 -0.196
O 1.308 -0.493 1.010
C 0.279 -0.168 0.106
C -0.860 0.765 0.468
O -1.936 0.012 -0.145
C -0.581 -1.266 -0.461
H 2.228 -0.402 -0.918
H 2.013 1.211 -0.066
H -0.825 1.741 -0.023
H -1.007 0.901 1.544
H -1.854 -0.956 0.234
H -0.549 -1.341 -1.554
*
```

## Properties
Orbital gap = 9.171 eV
E_HOMO = -8.8 eV

Atom charges from the natural (NBO) analysis, given in e for atoms 1 to 5:
1 C -0.114
2 O -0.477
3 C 0.065
4 C -0.079
5 O -0.628

---

This record from OMol25 describes 2 unconnected molecules or ions with the total composition CH3O4S at a distorted geometry. The level of theory is ωB97M-V/def2-TZVPD.

Geometry as ORCA input:
```
! RIJCOSX wB97M-V def2-TZVPD def2/J DEFGRID3
* xyz -1 1
C -1.519 0.217 -0.266
O 2.860 0.403 -0.173
O 1.160 -1.159 0.820
O -1.734 -0.432 0.769
O 0.468 0.973 -0.180
S 1.565 -0.090 -0.511
H -2.061 1.134 -0.261
H -1.028 -0.133 -1.126
H 0.290 -0.912 0.928
*
```

## Properties
Orbital gap = 8.479 eV
E_HOMO = -4.5 eV

Atom charges from the natural (NBO) analysis, given in e for atoms 1 to 5:
1 C 0.300
2 O -1.003
3 O -0.954
4 O -0.661
5 O -1.042

---

This record from OMol25 describes a molecular structure, C33H36BrN3O3PV. The level of theory is ωB97M-V/def2-TZVPD.

Geometry as ORCA input:
```
! RIJCOSX wB97M-V def2-TZVPD def2/J DEFGRID3
* xyz -1 2
V -1.380 -1.178 -0.675
O -0.365 -1.435 2.428
C 0.231 -0.627 1.729
O -0.185 -0.128 0.610
C 1.558 -0.055 2.204
C 1.855 -0.211 3.556
C 3.013 0.318 4.095
C 3.895 0.999 3.265
C 3.627 1.129 1.911
C 2.463 0.603 1.343
P 2.102 0.861 -0.454
C 2.219 -0.820 -1.158
C 2.571 -1.958 -0.438
C 2.677 -3.187 -1.077
C 2.429 -3.287 -2.437
C 2.059 -2.160 -3.157
C 1.946 -0.936 -2.521
C 3.758 1.493 -1.003
C 3.900 2.870 -1.152
C 5.086 3.430 -1.605
C 6.153 2.608 -1.940
C 6.026 1.232 -1.807
C 4.841 0.681 -1.342
H 1.142 -0.753 4.163
H 3.231 0.194 5.149
H 4.809 1.421 3.666
H 4.349 1.638 1.287
H 2.782 -1.890 0.623
H 2.942 -4.067 -0.503
H 2.494 -4.249 -2.930
H 1.815 -2.241 -4.208
H 1.612 -0.067 -3.077
H 3.061 3.515 -0.909
H 5.173 4.505 -1.711
H 7.075 3.037 -2.313
H 6.852 0.584 -2.071
H 4.753 -0.394 -1.242
N -1.436 1.325 -2.631
C -1.419 0.385 -1.935
Br -7.794 0.038 1.378
C -6.022 -0.440 0.821
C -5.053 -0.704 1.770
C -3.763 -1.000 1.340
C -3.362 -1.003 -0.011
C -4.419 -0.764 -0.917
C -5.724 -0.492 -0.532
H -5.298 -0.679 2.825
H -3.023 -1.215 2.108
H -4.199 -0.767 -1.982
H -6.496 -0.305 -1.269
N -1.658 4.012 0.233
C -0.594 3.203 0.927
C -1.240 2.523 2.128
N -2.357 1.696 1.736
C -3.366 2.419 0.989
C -2.808 3.148 -0.217
H -1.264 4.490 -0.577
H -2.008 4.719 0.882
H 0.230 3.872 1.177
H -0.263 2.456 0.201
H -1.575 3.278 2.855
H -0.483 1.909 2.620
H -1.970 0.921 1.169
H -3.869 3.122 1.669
H -4.111 1.707 0.632
H -3.535 3.800 -0.705
H -2.412 2.450 -0.960
C -2.863 -4.485 -1.910
C -1.515 -3.908 -1.481
C -1.327 -4.044 0.032
O -1.419 -2.586 -1.894
H -3.012 -5.498 -1.525
H -2.939 -4.508 -2.998
H -3.658 -3.842 -1.526
H -0.716 -4.491 -1.977
H -0.409 -3.540 0.353
H -1.254 -5.091 0.338
H -2.170 -3.588 0.562
*
```

## Properties
Orbital gap (alpha / beta) = 3.688 / 2.970 eV
⟨S²⟩ = 0.77
E_HOMO (alpha / beta) = -2.0 / -1.3 eV

Atom charges from the Mulliken analysis, given in e for atoms 1 to 5:
1 V -0.191
2 O -0.752
3 C 0.531
4 O 1.180
5 C 0.027

---

This record from OMol25 describes a single C2H7NO2S2 molecule at a distorted geometry. The level of theory is ωB97M-V/def2-TZVPD.

Geometry as ORCA input:
```
! RIJCOSX wB97M-V def2-TZVPD def2/J DEFGRID3
* xyz 0 1
C 0.628 -1.543 -0.442
C 0.910 1.272 -0.286
N -3.126 -0.961 -0.071
O -1.558 0.045 1.575
O -2.472 1.540 -0.162
S -2.167 0.185 0.256
S -0.116 0.038 -1.193
H -0.201 -2.146 -0.710
H 1.455 -1.847 -0.998
H 0.767 -1.149 0.535
H 0.670 2.183 -0.797
H 0.493 1.265 0.739
H 2.030 0.924 -0.315
H -3.787 -0.724 -0.847
*
```

## Properties
Orbital gap = 9.842 eV
E_HOMO = -10.0 eV

Atom charges from the natural (NBO) analysis, given in e for atoms 1 to 5:
1 C -0.662
2 C -0.738
3 N -1.078
4 O -0.911
5 O -0.921

---

> Which formula does entry 1 have?

C15H29BrINO4

---

> Number 4 is which compound?

CH3O4S